DFT (ωB97M-V with the def2-TZVPD basis set) results for the molecule C4H7ClN2S at a distorted geometry.

Geometry as ORCA input:
```
! RIJCOSX wB97M-V def2-TZVPD def2/J DEFGRID3
* xyz 0 1
H 0.04924 1.83879 -0.84063
N -0.84944 2.11369 -0.48011
C -1.38673 0.98039 -0.10607
C -2.73266 1.03992 0.42703
N -0.67696 -0.22430 -0.09944
S -1.67183 -1.65637 0.05025
C 0.72286 -0.40752 -0.39606
C 1.62693 0.11197 0.49874
Cl 3.34742 -0.00640 0.05299
H -2.98139 2.12622 0.54657
H -3.50338 0.62013 -0.20846
H -3.02411 0.55194 1.40339
H -1.88826 -1.85311 -1.25948
H 1.04354 -0.97158 -1.31109
H 1.44986 0.72410 1.47974
*
```

As for the structure (SMILES): [H]/N=C(/C)N(S)/C=C/Cl. The HOMO-LUMO gap comes out at 9.50 eV. For the LUMO energy, the calculation gives 0.4023 eV. The relative energy (zero: lowest compared OMol25 entry of this formula, charge and spin) is 43.54 kcal/mol. As for the HOMO energy: -9.1 eV. The calculated total energy comes out at -1124.4337 a.u.